No. 1
Molecular formula: C31H34BCl60N2O3
Method: DFT, wB97M-V/def2-TZVPD

Element x y z (Å)
C 0.731 0.619 -0.106
C 0.980 1.469 -0.885
C 1.114 2.663 -1.795
C -0.224 3.146 -2.396
N -1.291 3.662 -1.478
C -2.144 2.470 -1.195
B -3.648 2.714 -0.657
O -3.933 2.323 0.655
O -4.640 3.271 -1.430
C -2.270 1.611 -2.513
C -2.078 0.133 -2.102
C -2.711 -0.780 -3.086
C -3.069 -1.675 -3.758
C -0.969 2.116 -3.270
O -1.182 2.632 -4.622
C -1.090 1.623 -5.444
N -1.146 0.660 -6.036
H 0.274 -0.238 0.323
H 1.573 3.460 -1.203
H 1.756 2.354 -2.643
H 0.088 4.022 -2.981
H -1.825 4.321 -2.050
H -0.945 4.136 -0.644
H -1.657 1.985 -0.349
H -4.278 1.419 0.592
H -5.224 2.574 -1.759
H -3.120 1.893 -3.128
H -2.525 -0.102 -1.129
H -1.004 -0.076 -2.069
H -3.307 -2.636 -4.150
H -0.202 1.345 -3.416
C -1.349 1.886 3.260
Cl -0.096 3.120 3.386
Cl -1.057 0.879 1.827
Cl -1.413 0.900 4.712
H -2.307 2.381 3.143
C -5.178 4.071 -4.897
Cl -3.472 3.579 -4.924
Cl -5.726 4.480 -6.518
Cl -6.186 2.786 -4.214
H -5.271 4.951 -4.273
C -3.705 -6.176 -2.992
Cl -4.057 -5.811 -4.685
Cl -3.160 -4.720 -2.150
Cl -5.121 -6.861 -2.196
H -2.908 -6.908 -2.959
C 3.904 4.381 -4.247
Cl 4.306 5.973 -3.616
Cl 4.203 3.133 -3.034
Cl 2.215 4.336 -4.790
H 4.540 4.183 -5.102
C -5.515 -0.165 5.225
Cl -7.087 -0.848 4.813
Cl -4.432 -1.410 5.846
Cl -4.802 0.639 3.821
H -5.661 0.577 6.000
C 2.318 5.155 5.480
Cl 1.800 5.562 3.834
Cl 3.061 6.548 6.253
Cl 0.957 4.559 6.428
H 3.058 4.370 5.417
C 0.430 -4.066 -3.998
Cl 0.476 -4.940 -5.530
Cl 1.926 -3.165 -3.735
Cl -0.949 -2.951 -3.934
H 0.321 -4.788 -3.197
C 2.209 -4.198 0.439
Cl 3.577 -4.199 1.542
Cl 1.642 -2.544 0.150
Cl 2.598 -4.988 -1.089
H 1.414 -4.762 0.909
C 3.350 -3.268 5.751
Cl 2.114 -3.665 4.555
Cl 2.738 -3.538 7.384
Cl 4.812 -4.213 5.464
H 3.598 -2.220 5.652
C 6.975 -0.090 -3.255
Cl 7.184 1.478 -4.042
Cl 8.359 -0.457 -2.226
Cl 5.475 -0.131 -2.319
H 6.912 -0.847 -4.020
C -2.515 6.536 6.855
Cl -1.251 7.759 6.971
Cl -2.263 5.515 5.434
Cl -2.570 5.554 8.320
H -3.467 7.039 6.747
C -8.062 -5.721 2.404
Cl -6.297 -5.680 2.404
Cl -8.690 -5.585 0.759
Cl -8.651 -7.196 3.174
H -8.420 -4.875 2.974
C 6.057 9.381 -5.405
Cl 7.749 8.900 -5.523
Cl 5.024 8.253 -6.287
Cl 5.557 9.489 -3.713
H 5.950 10.361 -5.853
C 5.604 -0.240 -7.745
Cl 6.686 0.993 -8.389
Cl 6.335 -1.042 -6.351
Cl 4.045 0.465 -7.307
H 5.437 -0.983 -8.514
C 5.689 2.340 4.646
Cl 6.096 3.929 5.310
Cl 6.150 1.058 5.766
Cl 3.965 2.231 4.257
H 6.247 2.205 3.728
C 7.194 7.819 3.915
Cl 6.669 8.236 2.281
Cl 7.943 9.209 4.702
Cl 5.835 7.218 4.870
H 7.933 7.032 3.842
C -4.911 -8.305 5.657
Cl -3.514 -8.218 6.738
Cl -5.600 -6.705 5.382
Cl -4.466 -9.048 4.121
H -5.665 -8.923 6.128
C -0.023 -7.386 7.273
Cl 1.000 -5.986 7.604
Cl 0.691 -8.393 6.007
Cl -0.290 -8.331 8.739
H -0.984 -7.029 6.921
C -0.956 -6.451 3.457
Cl -1.451 -8.003 2.789
Cl -0.488 -5.337 2.161
Cl -2.245 -5.756 4.442
H -0.092 -6.616 4.089
C -1.969 -6.174 -8.956
Cl -0.233 -6.477 -9.061
Cl -2.869 -7.369 -9.890
Cl -2.497 -6.171 -7.270
H -2.168 -5.196 -9.374

Results
**Charge**: +1
**Gap between HOMO and LUMO**: 9.07 eV
**HOMO**: -12.11 eV
**Lowest unoccupied orbital energy**: -3.04 eV

No. 2
Molecular formula: C26H90O23S
Method: DFT, wB97M-V/def2-TZVPD

Element x y z (Å)
C 1.605 0.458 1.289
C 1.811 -0.489 0.094
C 0.912 -0.231 -1.129
C -0.382 -1.056 -1.155
C -1.290 -0.696 0.033
C -2.804 -0.733 -0.226
C -3.543 0.103 0.817
O -3.897 1.449 0.400
S -2.829 2.188 -0.505
O -3.443 3.456 -0.836
O -1.757 2.506 0.722
C -0.556 3.016 0.188
O 0.321 3.020 1.292
O 1.559 3.525 0.824
H 0.776 0.103 1.904
H 1.346 1.466 0.949
H 2.499 0.515 1.905
H 1.672 -1.514 0.445
H 2.851 -0.424 -0.237
H 1.490 -0.479 -2.025
H 0.678 0.839 -1.203
H -0.092 -2.101 -1.061
H -0.928 -0.882 -2.087
H -1.093 -1.392 0.854
H -1.014 0.287 0.427
H -3.060 -0.431 -1.244
H -3.155 -1.762 -0.118
H -2.948 0.144 1.731
H -4.487 -0.362 1.090
H -0.670 4.023 -0.225
H -0.168 2.323 -0.576
H 1.844 2.940 0.100
C -6.206 1.236 3.245
O -5.924 -0.166 3.238
H -6.016 1.619 2.245
H -7.248 1.419 3.513
H -5.553 1.758 3.950
H -6.085 -0.495 4.128
C -10.056 -0.008 3.370
O -9.579 1.186 3.978
H -9.206 -0.472 2.873
H -10.459 -0.705 4.110
H -10.826 0.199 2.623
H -10.316 1.617 4.419
C 0.556 -5.234 0.288
O 0.402 -3.843 0.546
H 0.719 -5.338 -0.782
H 1.418 -5.643 0.823
H -0.341 -5.794 0.566
H 0.253 -3.725 1.489
C 5.199 3.193 0.002
O 4.351 2.797 1.079
H 5.897 2.380 -0.182
H 4.626 3.376 -0.912
H 5.759 4.096 0.247
H 3.735 3.516 1.249
C 4.528 -1.811 3.700
O 3.217 -1.746 3.157
H 5.201 -1.398 2.952
H 4.617 -1.215 4.612
H 4.828 -2.841 3.914
H 2.599 -2.093 3.806
C -1.763 1.123 4.347
O -1.517 -0.277 4.304
H -1.576 1.525 3.353
H -2.803 1.314 4.619
H -1.099 1.627 5.056
H -1.719 -0.625 5.179
C 1.571 5.288 3.693
O 2.100 6.587 3.429
H 2.408 4.654 3.977
H 0.854 5.314 4.518
H 1.093 4.874 2.808
H 1.370 7.156 3.171
C -4.954 0.293 7.146
O -3.570 0.281 6.811
H -5.393 -0.610 6.728
H -5.104 0.287 8.228
H -5.456 1.166 6.719
H -3.170 1.074 7.180
C 5.343 -2.283 -1.591
O 4.039 -2.209 -2.148
H 6.031 -1.875 -2.328
H 5.419 -1.695 -0.672
H 5.630 -3.316 -1.376
H 3.410 -2.575 -1.516
C 3.023 -0.761 -5.210
O 3.408 -2.126 -5.323
H 3.098 -0.314 -6.200
H 1.992 -0.674 -4.857
H 3.684 -0.223 -4.528
H 3.352 -2.506 -4.435
C -2.848 6.681 -2.392
O -3.160 5.409 -2.925
H -2.613 7.339 -3.227
H -3.691 7.111 -1.841
H -1.978 6.645 -1.727
H -3.368 4.819 -2.187
C -7.648 -3.084 3.267
O -7.765 -3.225 4.683
H -6.881 -3.779 2.936
H -8.588 -3.332 2.766
H -7.351 -2.068 3.003
H -8.444 -2.615 4.986
C 4.145 0.939 3.734
O 4.264 -0.233 2.942
H 4.242 0.636 4.776
H 4.926 1.664 3.498
H 3.167 1.412 3.597
H 4.179 0.034 2.021
C 0.735 -3.728 -4.226
O 1.421 -3.975 -3.000
H 0.269 -2.748 -4.178
H 1.439 -3.741 -5.061
H -0.043 -4.476 -4.396
H 1.821 -4.850 -3.063
C -1.465 -2.759 -7.726
O -1.496 -2.958 -6.319
H -0.681 -3.400 -8.120
H -2.413 -3.037 -8.194
H -1.230 -1.722 -7.982
H -2.184 -2.397 -5.950
C 3.116 -6.559 -4.900
O 2.953 -6.905 -3.522
H 2.790 -5.530 -5.020
H 4.164 -6.633 -5.197
H 2.505 -7.202 -5.538
H 3.236 -7.817 -3.419
C 4.402 6.614 -1.451
O 5.761 6.321 -1.151
H 4.115 5.977 -2.284
H 3.745 6.401 -0.602
H 4.269 7.657 -1.749
H 6.031 6.879 -0.417
C 6.008 -1.586 -8.020
O 5.889 -1.607 -6.611
H 6.954 -1.105 -8.264
H 6.015 -2.594 -8.446
H 5.200 -1.013 -8.489
H 5.050 -2.030 -6.377

Results
**Charge**: 0
**Energy above the lowest of the compared OMol25 structures with the same formula, charge and spin**: 111.7 kcal/mol
**Gap between HOMO and LUMO**: 8.57 eV
**HOMO**: -8.18 eV
**Lowest unoccupied orbital energy**: 0.39 eV